{"formula": "C13H20Cl12N7OS", "method": "ωB97M-V with the def2-TZVPD basis set", "charge": 1, "homo_energy_ev": -11.9, "total_energy_ev": -187377.647, "largest_force_ev_per_a": 2.1, "elements": ["C", "N", "C", "C", "N", "N", "N", "C", "C", "C", "C", "S", "C", "N", "N", "C", "O", "N", "H", "H", "H", "H", "H", "H", "H", "H", "H", "H", "H", "H", "H", "H", "H", "H", "C", "Cl", "Cl", "Cl", "H", "C", "Cl", "Cl", "Cl", "H", "C", "Cl", "Cl", "Cl", "H", "C", "Cl", "Cl", "Cl", "H"], "positions_angstrom": [[-0.438, -1.356, 3.799], [-0.080, -0.045, 4.353], [-0.879, 1.029, 3.777], [-0.338, 1.570, 2.483], [-0.894, 2.387, 1.605], [-0.061, 2.563, 0.593], [0.989, 1.873, 0.853], [2.205, 1.775, 0.042], [2.607, 0.336, -0.393], [1.496, -0.726, -0.430], [0.260, -0.361, -1.290], [-1.073, -1.578, -0.912], [-2.424, -0.673, -0.308], [-3.605, -0.683, -0.830], [-4.442, 0.094, -0.089], [-3.713, 0.584, 0.869], [-2.462, 0.127, 0.799], [0.891, 1.254, 2.016], [0.353, -2.089, 3.959], [-1.329, -1.730, 4.308], [-0.644, -1.345, 2.716], [0.910, 0.135, 4.250], [-1.082, 1.808, 4.514], [-1.844, 0.579, 3.523], [3.015, 2.149, 0.676], [2.159, 2.452, -0.808], [3.159, 0.408, -1.332], [3.335, -0.007, 0.349], [1.169, -0.975, 0.585], [1.952, -1.635, -0.846], [-0.073, 0.670, -1.183], [0.492, -0.522, -2.344], [-4.083, 1.273, 1.609], [1.625, 0.673, 2.418], [5.080, 1.644, 3.467], [4.567, 3.279, 3.061], [3.723, 0.504, 3.256], [6.445, 1.145, 2.489], [5.371, 1.621, 4.510], [-7.028, -3.373, -0.151], [-6.968, -4.092, -1.762], [-6.875, -4.622, 1.093], [-5.773, -2.143, 0.029], [-7.991, -2.895, -0.031], [2.202, -2.623, -4.472], [3.953, -2.451, -4.572], [1.709, -3.011, -2.816], [1.394, -1.151, -5.013], [1.901, -3.439, -5.116], [0.216, 2.428, -6.628], [-0.689, 2.249, -8.126], [-0.428, 1.352, -5.378], [1.933, 2.115, -6.890], [0.106, 3.448, -6.284]], "forces_ev_per_a": [[0.0, -0.3, -0.2], [0.0, 0.2, -0.6], [-0.3, -0.7, 0.1], [0.9, -0.1, 0.2], [-0.6, 0.4, -0.1], [-0.2, -0.3, 0.7], [1.2, -0.1, -0.7], [1.1, -0.2, -0.3], [-0.2, -0.1, 0.8], [-0.1, 0.4, -0.5], [0.3, -0.5, 0.2], [0.1, 0.0, 0.2], [-1.4, 0.8, -0.2], [0.4, -0.6, -1.3], [0.7, 1.0, 0.8], [-1.1, -0.7, -1.3], [1.7, 0.3, 1.2], [-1.4, 0.1, 0.3], [0.0, 0.2, 0.2], [0.0, 0.1, -0.1], [0.0, 0.1, 0.1], [0.0, 0.0, 0.4], [0.2, 0.3, -0.3], [-0.1, 0.3, 0.1], [-0.2, 0.2, 0.0], [-0.7, 0.1, 0.1], [-0.2, 0.1, -0.1], [0.0, -0.1, -0.2], [0.0, 0.0, 0.0], [-0.2, 0.3, 0.4], [-0.2, -0.1, 0.1], [0.0, 0.1, 0.0], [0.5, 0.0, 0.2], [0.0, 0.3, -0.3], [0.3, 0.4, -0.2], [-0.1, -0.1, 0.0], [0.1, -0.4, 0.2], [-0.1, 0.0, 0.1], [-0.1, -0.1, 0.0], [0.2, -0.1, 0.1], [0.0, 0.0, 0.0], [0.0, 0.0, 0.0], [-0.9, -0.7, 0.0], [0.0, 0.0, 0.0], [0.1, 0.2, -0.1], [0.0, 0.0, 0.0], [0.0, -0.4, -0.2], [0.1, -0.2, 0.1], [0.0, 0.0, 0.1], [0.0, 0.0, -0.2], [0.0, 0.0, 0.1], [-0.1, 0.2, 0.0], [0.0, 0.0, 0.0], [0.0, 0.0, 0.0]], "nbo_charge": [-0.44, -0.59, -0.29, 0.41, -0.24, 0.08, 0.09, -0.26, -0.42, -0.43, -0.54, 0.30, 0.24, -0.26, -0.27, 0.29, -0.45, -0.33, 0.22, 0.22, 0.17, 0.34, 0.26, 0.25, 0.24, 0.27, 0.25, 0.22, 0.19, 0.25, 0.22, 0.25, 0.22, 0.47, -0.28, 0.04, -0.04, 0.07, 0.25, -0.28, 0.02, 0.01, 0.03, 0.23, -0.28, 0.03, -0.01, 0.03, 0.24, -0.29, 0.04, 0.00, 0.02, 0.23]}

---

{"formula": "C13H20FNO2", "method": "ωB97M-V with the def2-TZVPD basis set", "charge": 0, "homo_energy_ev": -8.6, "smiles": "OCCNCCCCCOc1ccc(F)cc1", "relative_energy_kj_mol": 0.0, "total_energy_ev": -22107.638, "largest_force_ev_per_a": 0.5, "elements": ["O", "C", "C", "N", "C", "C", "C", "C", "C", "O", "C", "C", "C", "C", "F", "C", "C", "H", "H", "H", "H", "H", "H", "H", "H", "H", "H", "H", "H", "H", "H", "H", "H", "H", "H", "H", "H"], "positions_angstrom": [[5.867, 0.528, 0.738], [5.435, 1.176, -0.429], [4.161, 1.985, -0.160], [3.172, 1.123, 0.471], [2.435, 0.276, -0.453], [1.400, -0.555, 0.300], [0.656, -1.503, -0.637], [-0.316, -2.434, 0.088], [-1.529, -1.706, 0.661], [-2.235, -1.122, -0.416], [-3.343, -0.383, -0.157], [-3.878, -0.162, 1.109], [-5.017, 0.614, 1.256], [-5.612, 1.163, 0.139], [-6.722, 1.921, 0.287], [-5.099, 0.955, -1.130], [-3.967, 0.183, -1.272], [5.064, 0.214, 1.179], [5.253, 0.441, -1.227], [6.243, 1.837, -0.752], [3.802, 2.433, -1.101], [4.403, 2.787, 0.540], [2.511, 1.688, 0.996], [3.148, -0.392, -0.943], [1.934, 0.865, -1.242], [0.695, 0.122, 0.787], [1.909, -1.126, 1.079], [1.387, -2.115, -1.170], [0.100, -0.925, -1.377], [-0.677, -3.184, -0.618], [0.196, -2.947, 0.904], [-2.173, -2.422, 1.190], [-1.213, -0.932, 1.371], [-3.424, -0.589, 1.988], [-5.440, 0.791, 2.232], [-5.586, 1.396, -1.985], [-3.540, 0.000, -2.245]], "forces_ev_per_a": [[0.1, -0.2, 0.3], [-0.2, 0.2, -0.2], [0.3, -0.1, -0.1], [-0.2, 0.2, 0.1], [-0.2, -0.1, 0.1], [0.1, 0.0, -0.4], [0.0, 0.0, 0.3], [-0.3, 0.4, -0.2], [0.2, -0.3, 0.2], [0.1, 0.0, -0.2], [-0.3, 0.2, 0.0], [0.3, -0.2, -0.1], [-0.3, 0.2, -0.2], [0.1, -0.1, 0.1], [0.0, 0.0, 0.0], [-0.1, 0.1, 0.2], [0.2, -0.2, 0.2], [0.0, 0.1, 0.0], [0.0, 0.1, 0.0], [-0.1, 0.0, -0.1], [0.0, 0.0, 0.1], [0.0, 0.0, -0.1], [0.1, -0.1, 0.0], [-0.1, 0.0, -0.1], [0.1, -0.1, 0.0], [0.0, 0.0, 0.1], [0.0, 0.0, 0.1], [0.0, 0.0, -0.1], [0.0, 0.0, -0.1], [0.0, -0.1, 0.1], [0.0, -0.1, 0.0], [0.0, 0.1, 0.0], [-0.1, 0.0, 0.0], [0.1, -0.1, 0.1], [-0.1, 0.0, 0.1], [-0.1, 0.1, -0.1], [0.0, 0.0, -0.1]], "nbo_charge": [-0.72, -0.07, -0.25, -0.64, -0.21, -0.40, -0.40, -0.41, -0.06, -0.50, 0.30, -0.29, -0.25, 0.36, -0.33, -0.26, -0.24, 0.48, 0.15, 0.18, 0.17, 0.20, 0.36, 0.19, 0.16, 0.19, 0.20, 0.20, 0.21, 0.21, 0.21, 0.18, 0.17, 0.22, 0.23, 0.23, 0.23]}

---

{"formula": "C13H20FNO4", "method": "ωB97M-V with the def2-TZVPD basis set", "charge": 0, "homo_energy_ev": -5.5, "total_energy_ev": -26198.699, "largest_force_ev_per_a": 1.8, "elements": ["C", "O", "C", "C", "N", "C", "C", "C", "C", "O", "O", "C", "C", "C", "C", "F", "H", "H", "H", "H", "H", "H", "H", "H", "H", "H", "H", "H", "H", "H", "H", "C", "C", "O", "H", "H", "H", "H", "H"], "positions_angstrom": [[2.202, -1.570, -0.086], [0.917, -2.137, -0.444], [-0.088, -1.659, 0.392], [-0.554, -0.287, -0.057], [0.181, 0.391, -0.934], [-0.151, 1.605, -1.365], [-1.272, 2.225, -0.905], [-2.075, 1.566, 0.044], [-3.313, 2.228, 0.632], [-3.195, 2.764, 1.711], [-4.506, 2.252, 0.014], [-1.714, 0.276, 0.457], [-2.583, -0.479, 1.453], [-3.415, -1.632, 0.785], [-3.726, -1.433, -0.698], [-4.379, -0.229, -0.975], [2.748, -2.164, 0.658], [2.060, -0.548, 0.298], [2.782, -1.455, -1.010], [-0.881, -2.411, 0.456], [0.331, -1.551, 1.416], [1.050, -0.018, -1.300], [0.451, 2.135, -2.101], [-1.577, 3.219, -1.221], [-4.424, 2.060, -0.932], [-1.971, -0.930, 2.249], [-3.280, 0.191, 1.970], [-2.898, -2.601, 0.855], [-4.370, -1.751, 1.314], [-2.841, -1.483, -1.349], [-4.403, -2.241, -1.018], [6.280, 0.406, 0.129], [4.908, 1.016, -0.223], [4.215, 0.159, -1.007], [6.874, 0.218, -0.768], [6.855, 1.094, 0.768], [6.170, -0.534, 0.677], [5.141, 2.021, -0.651], [4.451, 1.288, 0.765]], "forces_ev_per_a": [[0.4, 0.4, -0.5], [-0.2, 0.0, 0.2], [1.0, -0.2, 0.2], [-0.6, -0.7, 0.8], [0.5, -0.1, -0.6], [0.0, 1.3, -0.7], [-1.3, 0.1, 0.9], [-0.1, -0.6, -0.8], [0.1, 1.1, 1.4], [0.0, -0.7, -0.8], [0.8, 0.2, -0.4], [-0.7, 0.6, 0.6], [-0.2, -0.8, -0.2], [-0.1, 0.5, -0.3], [-0.1, -0.9, -0.2], [0.2, -0.1, 0.2], [-0.3, 0.0, -0.2], [0.3, -0.3, 0.1], [0.1, -0.1, 0.5], [-0.1, 0.5, -0.2], [-0.4, 0.1, -0.2], [0.0, -0.1, 0.2], [0.3, -0.6, 0.2], [0.4, -0.2, -0.2], [-0.1, -0.4, 0.2], [0.0, 0.2, -0.3], [0.3, 0.0, -0.3], [-0.1, 0.3, 0.0], [0.3, 0.1, 0.0], [-0.1, 0.2, 0.3], [0.2, 0.3, 0.0], [0.3, 0.5, 0.4], [0.9, -0.5, 0.1], [-1.1, 0.3, -0.1], [-0.1, 0.0, -0.1], [0.0, -0.1, 0.0], [-0.1, 0.0, -0.1], [-0.2, 0.0, -0.3], [-0.3, -0.2, 0.0]], "nbo_charge": [-0.30, -0.55, -0.11, 0.27, -0.43, 0.09, -0.23, -0.02, 0.75, -0.52, -0.64, -0.02, -0.45, -0.44, 0.05, -0.39, 0.20, 0.17, 0.28, 0.22, 0.21, 0.49, 0.26, 0.25, 0.50, 0.24, 0.25, 0.22, 0.23, 0.16, 0.19, -0.62, -0.02, -1.00, 0.19, 0.17, 0.18, 0.08, 0.06]}

---

{"formula": "C13H20NO", "method": "ωB97M-V with the def2-TZVPD basis set", "charge": 1, "homo_energy_ev": -12.4, "smiles": "C=C(C)C[N+](C)(C)c1ccccc1OC", "relative_energy_kj_mol": 451.9, "total_energy_ev": -17332.543, "largest_force_ev_per_a": 7.3, "elements": ["C", "C", "C", "C", "N", "C", "C", "C", "C", "C", "C", "C", "C", "O", "C", "H", "H", "H", "H", "H", "H", "H", "H", "H", "H", "H", "H", "H", "H", "H", "H", "H", "H", "H", "H"], "positions_angstrom": [[-1.681, 1.940, 1.190], [-2.223, 0.657, 0.838], [-3.533, 0.280, 1.449], [-1.425, -0.330, 0.141], [-0.559, 0.095, -1.009], [-1.053, 1.266, -1.773], [-0.596, -0.974, -1.924], [0.826, 0.284, -0.651], [1.430, 1.642, -0.526], [2.678, 1.774, -0.078], [3.450, 0.802, 0.518], [2.826, -0.459, 0.583], [1.610, -0.796, -0.137], [1.184, -2.144, 0.040], [1.855, -3.136, 0.874], [-2.175, 2.695, 1.720], [-0.565, 2.106, 1.144], [-3.276, -0.114, 2.467], [-4.038, -0.437, 0.825], [-4.174, 1.172, 1.603], [-2.108, -1.053, -0.265], [-0.973, -0.926, 0.967], [-0.740, 2.189, -1.228], [-0.664, 1.093, -2.772], [-2.190, 1.317, -1.805], [-1.502, -0.919, -2.497], [0.213, -0.812, -2.613], [-0.588, -2.046, -1.431], [0.960, 2.506, -0.930], [3.169, 2.702, -0.243], [4.331, 1.002, 1.141], [3.381, -1.144, 1.176], [1.555, -4.075, 0.441], [1.644, -3.033, 1.898], [2.951, -3.124, 0.868]], "forces_ev_per_a": [[1.1, -4.8, -1.5], [1.3, 6.8, 2.3], [0.3, 0.4, 0.6], [-0.8, -1.3, 1.3], [-0.2, 0.6, 1.6], [-1.7, 1.6, 0.6], [-0.4, -4.8, -1.6], [3.1, 1.4, 2.4], [-2.1, -3.7, -1.3], [2.3, 1.4, 0.1], [-1.9, -2.3, 0.9], [0.3, 1.5, -1.4], [1.2, -0.7, 2.9], [-0.2, 1.8, -0.7], [1.1, 0.6, -1.5], [-1.1, 0.7, 0.6], [-1.3, -0.1, -0.5], [-0.6, -0.1, -0.9], [-0.5, -0.5, 0.1], [0.4, -0.6, -0.1], [-0.4, -0.3, -0.5], [1.0, 0.3, -1.1], [-0.4, -0.9, -1.1], [0.1, 0.8, 0.0], [1.5, -0.5, 0.1], [-0.6, 0.0, -0.2], [0.4, -0.5, -0.3], [0.5, 2.5, -0.9], [-0.3, 0.3, -0.2], [0.0, 1.0, 0.2], [-0.2, 0.0, -0.8], [-0.2, -1.0, 0.1], [-0.3, -0.2, 0.2], [-1.0, 0.2, 1.3], [-0.1, 0.3, -0.7]], "nbo_charge": [-0.40, 0.00, -0.65, -0.27, -0.24, -0.41, -0.43, 0.04, -0.20, -0.22, -0.15, -0.24, 0.31, -0.54, -0.25, 0.22, 0.20, 0.24, 0.21, 0.25, 0.23, 0.28, 0.25, 0.23, 0.26, 0.23, 0.23, 0.27, 0.23, 0.23, 0.25, 0.23, 0.22, 0.19, 0.19]}